[1]
ORCA calculation (the ωB97M-V functional and the def2-TZVPD basis) on a structure of composition C20H38NO2OsP3 at a distorted geometry.

The geometry in XYZ format:
```
65
Properties=species:S:1:pos:R:3:lowdin_charge:R:1
P 3.05226 -0.51357 0.14362 0.980
C 3.77968 -0.49082 1.83845 -0.187
H 4.81704 -0.83450 1.74653 0.096
H 3.20546 -1.12491 2.52446 0.039
H 3.75916 0.55551 2.18104 0.073
C 3.34988 -2.25865 -0.31269 -0.211
H 3.61399 -2.31726 -1.37962 0.074
H 2.43248 -2.83281 -0.10496 0.034
H 4.18747 -2.61065 0.31246 0.095
C 4.44909 0.30970 -0.69124 -0.196
H 5.22457 -0.44153 -0.86825 0.096
H 4.82908 1.09853 -0.03622 0.079
H 4.13635 0.75185 -1.63804 0.047
P -1.06858 3.45280 -0.80751 0.796
C -1.22455 3.89474 0.96383 -0.190
H -1.53103 4.95018 1.04445 0.095
H -0.26976 3.75313 1.49124 0.062
H -1.99499 3.25651 1.43192 0.058
C 0.02927 4.64487 -1.60108 -0.197
H -0.22398 4.74248 -2.65913 0.071
H 1.06805 4.30657 -1.50322 0.048
H -0.08128 5.60908 -1.10014 0.085
C -2.76137 3.56071 -1.43072 -0.190
H -2.95965 4.59533 -1.72659 0.090
H -3.44245 3.26705 -0.61901 0.076
H -2.89941 2.88615 -2.28477 0.040
P -2.06760 -2.34461 0.17943 0.963
C -2.73328 -2.73999 1.83575 -0.193
H -3.22632 -3.71678 1.75514 0.095
H -3.44954 -1.95992 2.11947 0.077
H -1.92098 -2.77953 2.56638 0.027
C -3.63421 -2.13549 -0.74595 -0.197
H -4.46990 -2.54753 -0.18107 0.088
H -3.57358 -2.60990 -1.72542 0.072
H -3.81118 -1.06435 -0.88959 0.053
C -1.48637 -4.00054 -0.30310 -0.207
H -2.34023 -4.68870 -0.30514 0.096
H -0.72604 -4.32744 0.41833 0.064
H -1.02758 -3.95178 -1.30093 0.058
Os -0.15291 1.06961 -1.43599 1.241
C 1.22259 1.85189 -0.29764 -0.300
O 1.97238 2.50015 0.32380 0.157
C -1.30409 0.71816 0.11422 -0.262
O -2.01266 0.65857 1.04933 0.130
C -1.38341 0.57750 -3.16461 -0.113
C -0.88721 -0.61340 -2.59121 -0.158
C 0.48349 -0.81155 -2.41564 -0.108
C 1.34814 0.19945 -2.79611 -0.161
C 0.89034 1.41384 -3.29459 -0.144
C -0.48572 1.60300 -3.48730 -0.189
H -2.44120 0.76558 -3.23878 0.148
H -1.59228 -1.40061 -2.30899 0.103
H 0.81840 -1.68916 -1.85962 0.134
H 2.42437 0.04187 -2.68627 0.127
H 1.56131 2.24060 -3.49164 0.162
H -0.84706 2.59380 -3.77627 0.145
C -0.53639 -1.45209 4.84003 -0.061
C 0.74634 -1.82152 4.10142 -0.197
C 0.61182 -1.86597 2.66695 -0.191
N 0.52968 -1.94046 1.50439 0.127
H -0.94977 -0.51628 4.47420 0.082
H -0.35415 -1.34283 5.90979 0.107
H -1.30183 -2.21692 4.73190 0.079
H 1.53623 -1.10458 4.34402 0.132
H 1.09363 -2.80255 4.44651 0.152
```

Calculated values
**<S²>**: 6.0136
**Total charge**: +4
**Multiplicity**: 5
**Frontier orbital gap (spin up / spin down)**: 5.308 / 5.815 eV
**HOMO (spin up / spin down)**: -17.87 / -22.35 eV

---

[2]
ORCA calculation (the ωB97M-V functional and the def2-TZVPD basis) on a structure of composition C20H39As3F5MnNO2STe.

The geometry in XYZ format:
```
73
Properties=species:S:1:pos:R:3:lowdin_charge:R:1
Mn 0.77069 0.81587 0.19183 0.609
C 0.47632 1.26574 3.75877 -0.046
C 1.73456 1.38632 2.93891 -0.292
C 2.07262 2.59598 2.33051 -0.038
C 3.31766 2.78089 1.73127 -0.277
C 3.63480 4.08557 1.05275 -0.035
C 4.23176 1.73699 1.74846 -0.036
C 3.90467 0.49828 2.28937 -0.278
C 4.88101 -0.64248 2.21855 -0.039
C 2.65393 0.33500 2.87088 -0.040
H 0.54056 1.93130 4.62150 0.092
H 0.35096 0.24965 4.13456 0.068
H -0.40747 1.54715 3.18944 0.052
H 1.36322 3.41383 2.35149 0.112
H 3.75972 4.88740 1.78299 0.087
H 2.82032 4.37535 0.38549 0.080
H 4.55289 4.01565 0.46944 0.078
H 5.19605 1.86593 1.26782 0.124
H 5.60630 -0.59035 3.03344 0.085
H 5.42977 -0.61855 1.27679 0.081
H 4.36847 -1.60257 2.29225 0.071
H 2.40371 -0.61381 3.33257 0.102
C 0.03784 -2.23932 2.19900 -0.264
As 0.21713 -1.68399 0.34436 1.134
C 1.24772 -3.16195 -0.38400 -0.260
C -1.67144 -1.94791 -0.13871 -0.326
C -2.22981 -2.02995 -1.56745 -0.658
C -1.67847 -3.26512 -2.28960 -0.062
C -2.00704 -0.77813 -2.42224 -0.344
As -0.17404 -0.12040 -2.67122 1.128
C 0.55959 -1.36091 -4.00927 -0.301
C -0.59943 1.31904 -3.91245 -0.288
C -3.75378 -2.20894 -1.43359 -0.381
As -4.95476 -0.99200 -0.40934 1.149
C -4.61213 -1.63369 1.42014 -0.345
C -3.98738 0.71169 -0.23185 -0.366
H -0.45383 -3.21035 2.25184 0.037
H -0.56478 -1.49278 2.71397 0.025
H 1.01656 -2.30557 2.66756 0.018
H 0.65726 -4.07568 -0.34562 0.037
H 2.14464 -3.27872 0.22217 0.031
H 1.54685 -2.95686 -1.40902 0.008
H -2.14302 -1.12728 0.40223 0.017
H -1.94592 -2.87119 0.38030 0.086
H -0.59945 -3.20701 -2.42475 0.043
H -2.13127 -3.36563 -3.27843 0.093
H -1.90199 -4.17385 -1.72503 0.090
H -2.52151 0.07622 -1.96644 0.039
H -2.46413 -0.93636 -3.40306 0.090
H -0.22422 -1.73028 -4.67087 0.032
H 1.06843 -2.20337 -3.54466 -0.003
H 1.28934 -0.80795 -4.60025 0.026
H -1.05217 0.91197 -4.81679 0.034
H 0.31880 1.84560 -4.16907 0.031
H -1.27668 2.02594 -3.44096 -0.002
H -3.97112 -3.18755 -0.99000 0.068
H -4.18149 -2.23472 -2.43901 0.062
H -4.67833 -2.72176 1.44149 0.017
H -5.39319 -1.23568 2.06675 0.013
H -3.64318 -1.32164 1.81041 0.008
H -3.99142 1.25646 -1.17572 0.019
H -2.96488 0.60388 0.13496 -0.021
H -4.55272 1.29895 0.49195 0.030
O 4.61230 0.95394 -1.80936 -0.513
S 3.23853 1.38471 -1.61277 0.751
N 2.46942 0.64503 -0.57699 -0.489
F -0.87931 0.75480 0.99138 -0.517
Te -1.25004 3.40598 -0.13419 1.882
F -0.80864 3.50601 1.73009 -0.441
F -0.45292 5.05708 -0.32020 -0.372
F -2.88531 4.28522 0.34782 -0.442
F -1.84707 3.58333 -1.95237 -0.456
O 0.35995 2.52153 -0.61022 -0.707
```

Calculated values
**ΔE to the lowest compared entry with this formula, charge and spin**: 0.0 kcal per mole
**<S²>**: 8.8273
**Multiplicity**: 6
**Frontier orbital gap (spin up / spin down)**: 7.008 / 6.306 eV
**HOMO (spin up / spin down)**: -8.55 / -8.81 eV

---

no.,electronic energy (a.u.)
1,-2103.1281
2,-10014.5632